1.
Molecular formula: C26H36N5P2RuS2
Method: DFT, ωB97M-V/def2-TZVPD

Last column: Mulliken charge in e.
Element x y z (Å)
Ru1 -0.1065 0.3382 0.0158  0.41
C1 -0.3312 2.5447 4.8687  -0.71
S1 -1.6026 3.0832 3.6969  0.03
C2 -1.1107 2.2267 2.2684  0.54
S2 -0.4933 0.5702 2.3294  -0.44
N1 -1.2572 2.8132 1.1256  -1.52
N2 -0.9073 2.1898 0.0394  0.92
C3 -0.9891 2.7684 -1.1495  -0.75
C4 -0.5048 2.0461 -2.2642  0.86
C5 -0.5114 2.5732 -3.5682  -0.96
C6 -0.0135 1.8217 -4.6066  -0.35
C7 0.4915 0.5466 -4.3376  -0.92
C8 0.4756 0.0820 -3.0373  -0.34
N3 -0.0044 0.7928 -2.0182  0.36
H1 -0.6639 2.8630 5.8508  0.39
H2 0.6060 3.0357 4.6172  0.27
H3 -0.2285 1.4651 4.8315  0.24
H4 -1.4001 3.7666 -1.2347  0.43
H5 -0.9068 3.5634 -3.7218  0.51
H6 -0.0148 2.2135 -5.6110  0.47
H7 0.8866 -0.0714 -5.1255  0.47
H8 0.8605 -0.9007 -2.7889  0.44
C9 3.0012 -1.8217 -0.5940  -1.42
P1 2.0058 -0.7469 0.5121  1.66
C10 1.4083 -2.0619 1.6449  -0.30
N4 2.1968 -2.6213 2.5230  -0.07
C11 1.8568 -3.7006 3.2321  -0.05
C12 2.7070 -4.3277 4.1390  -0.37
C13 2.3114 -5.4722 4.8028  -0.61
C14 1.0420 -6.0095 4.5923  -0.61
C15 0.1608 -5.4029 3.7186  -0.36
C16 0.5306 -4.2606 3.0129  -0.03
N5 -0.2538 -3.6542 2.1191  -0.10
C17 0.1164 -2.6073 1.4326  -0.30
P2 -0.9043 -1.9627 0.0518  1.69
C18 -0.5757 -3.3104 -1.1531  -1.47
C19 -2.7430 -2.1445 0.4453  1.60
C20 -3.1187 -1.0810 1.4755  -1.91
C21 -3.0960 -3.5375 0.9456  -1.70
C22 -3.4307 -1.8291 -0.8883  -1.75
C23 3.3004 0.3494 1.3463  1.77
C24 4.3579 -0.4642 2.0785  -1.73
C25 2.5822 1.2944 2.3084  -2.03
C26 3.8890 1.1527 0.1797  -1.76
H9 3.7022 -2.3842 0.0260  0.49
H10 3.5457 -1.2324 -1.3302  0.43
H11 2.3527 -2.5223 -1.1193  0.30
H12 3.6879 -3.9064 4.2914  0.52
H13 2.9986 -5.9666 5.4723  0.43
H14 0.7530 -6.9185 5.0973  0.43
H15 -0.8245 -5.8082 3.5517  0.52
H16 -0.8212 -4.2604 -0.6747  0.48
H17 0.4758 -3.3216 -1.4387  0.32
H18 -1.1747 -3.1808 -2.0532  0.44
H19 -2.5877 -1.2344 2.4148  0.35
H20 -4.1856 -1.1198 1.6840  0.61
H21 -2.8990 -0.0782 1.0881  0.21
H22 -2.4624 -3.8265 1.7846  0.34
H23 -3.0079 -4.2821 0.1581  0.39
H24 -4.1299 -3.5386 1.2846  0.49
H25 -2.9782 -0.9476 -1.3573  0.26
H26 -4.4839 -1.6151 -0.7220  0.48
H27 -3.3717 -2.6684 -1.5766  0.39
H28 3.8925 -1.1875 2.7488  0.36
H29 4.9763 0.2028 2.6759  0.49
H30 5.0120 -0.9878 1.3859  0.39
H31 2.0909 0.7360 3.1054  0.40
H32 1.8392 1.8960 1.7712  0.21
H33 3.2927 1.9813 2.7643  0.62
H34 4.5945 0.5608 -0.3974  0.40
H35 4.4201 2.0268 0.5502  0.47
H36 3.0906 1.5034 -0.4849  0.27

Forces on atoms 1 to 3 (eV/Å):
0.583 -1.829 1.321
-0.032 -0.085 -0.259
0.071 -0.007 -0.276

Results
Charge ... +2
E_LUMO (spin up / spin down) ... -0.296 / -0.293 Ha
HOMO level (spin up / spin down) ... -13.988 / -13.969 eV
⟨S²⟩ ... 0.763
Frontier orbital gap (spin up / spin down) ... 5.9 / 6.0 eV
Spin multiplicity ... 2
ΔE to the lowest compared entry with this formula, charge and spin ... 66.80 kJ/mol

2.
Molecular formula: C26H36N6O2S3SbSc
Method: DFT, ωB97M-V/def2-TZVPD

Last column: Mulliken charge in e.
Element x y z (Å)
Sc1 -0.5255 -0.9212 1.0883  -0.49
C1 2.4306 5.5766 2.3505  -1.78
C2 1.8237 4.3372 1.7507  0.07
C3 2.3189 3.7507 0.6115  -0.69
C4 1.7634 2.5777 0.0632  0.40
C5 2.3749 2.0226 -1.0820  -0.25
N1 1.9532 0.9798 -1.7305  0.60
C6 2.7179 0.2843 -2.7515  -0.98
C7 3.3813 -0.9737 -2.1813  -0.76
C8 2.3750 -2.0288 -1.6893  1.14
N2 1.6566 -2.6888 -2.7639  -0.07
C9 0.6327 -2.1657 -3.5064  -0.97
C10 -0.3368 -1.1703 -3.2124  0.80
C11 -0.8409 -0.4574 -4.3307  -1.14
C12 -1.7595 0.5716 -4.2363  0.36
C13 -2.2027 1.3428 -5.4513  -1.72
C14 -2.2871 0.8449 -2.9851  -0.86
C15 -1.9152 0.1069 -1.8497  1.44
C16 -2.7253 0.3070 -0.6774  -0.42
N3 -2.7209 -0.3337 0.4410  0.38
C17 -3.9014 -0.0641 1.2746  -0.93
C18 -3.7008 -0.2920 2.7633  -0.55
C19 -2.6651 0.6416 3.3853  -1.12
N4 -1.4996 0.8541 2.5254  0.63
C20 -0.9908 2.0220 2.5988  -0.75
C21 0.1556 2.5493 1.8832  0.83
C22 0.7208 3.7269 2.3533  -0.64
C23 0.6702 1.9277 0.7177  -0.12
O1 0.1580 0.8424 0.2461  1.15
C24 -0.8898 -0.8701 -1.9153  -0.11
O2 -0.5126 -1.5241 -0.8486  -0.49
H1 3.1260 6.0496 1.6596  0.37
H2 2.9725 5.3325 3.2659  0.34
H3 1.6585 6.3012 2.6100  0.39
H4 3.1677 4.1985 0.1048  0.41
H5 3.2739 2.4954 -1.4681  0.45
H6 1.1087 0.5443 -1.3527  -0.81
H7 3.4816 0.9610 -3.1377  0.55
H8 2.0484 0.0207 -3.5690  0.31
H9 4.0171 -0.6847 -1.3380  0.30
H10 4.0205 -1.4084 -2.9518  0.47
H11 1.6624 -1.5751 -1.0122  -1.20
H12 2.9231 -2.7909 -1.1335  0.54
H13 2.1942 -3.3934 -3.2376  0.32
H14 0.5940 -2.5543 -4.5181  0.38
H15 -0.4498 -0.7176 -5.3088  0.43
H16 -1.4705 1.2609 -6.2532  0.38
H17 -2.3332 2.3981 -5.2118  0.39
H18 -3.1562 0.9673 -5.8280  0.33
H19 -3.0483 1.6126 -2.8876  0.44
H20 -3.5053 1.0599 -0.8336  0.33
H21 -4.6920 -0.7394 0.9364  0.32
H22 -4.2576 0.9590 1.1101  0.53
H23 -3.4449 -1.3327 2.9393  0.08
H24 -4.6546 -0.1168 3.2613  0.51
H25 -2.3208 0.2260 4.3386  0.24
H26 -3.1363 1.6027 3.6114  0.57
H27 -1.4503 2.7491 3.2771  0.28
H28 0.2900 4.1859 3.2377  0.51
N5 -1.4504 -2.5548 2.7161  -0.26
C25 -0.5963 -3.7283 3.0002  -0.55
C26 -0.0971 -4.2642 1.6755  -0.93
N6 0.5603 -3.1489 0.9759  0.25
H29 -1.7044 -2.1215 3.5966  0.25
H30 -2.3110 -2.8983 2.2967  0.26
H31 -1.1360 -4.4967 3.5569  0.38
H32 0.2592 -3.4034 3.5932  0.28
H33 -0.9378 -4.6154 1.0719  0.42
H34 0.5888 -5.0946 1.8506  0.42
H35 0.7016 -3.4140 0.0064  0.04
H36 1.4946 -3.0658 1.3883  -0.17
S1 3.1715 -3.8385 3.0315  -0.54
Sb1 3.4934 -1.6567 3.5079  0.43
S2 1.1934 -0.5539 3.1059  -0.31
S3 2.4927 -0.5326 1.4751  -0.11

Forces on atoms 1 to 3 (eV/Å):
-0.588 -0.811 -0.003
-0.033 -0.061 0.008
0.012 0.141 0.094

Results
Charge ... +1
E_LUMO (spin up / spin down) ... -0.120 / -0.120 Ha
HOMO level (spin up / spin down) ... -7.979 / -10.143 eV
⟨S²⟩ ... 0.786
Frontier orbital gap (spin up / spin down) ... 4.7 / 6.9 eV
Spin multiplicity ... 2
ΔE to the lowest compared entry with this formula, charge and spin ... 61.90 kJ/mol

3.
Molecular formula: C26H36O5PdSSe2
Method: DFT, ωB97M-V/def2-TZVPD

Last column: Mulliken charge in e.
Element x y z (Å)
Pd1 -1.2115 0.5682 -0.0976  0.72
O1 -7.3489 1.9534 -0.9977  -0.60
C1 -6.4695 0.8290 -0.8445  -1.23
C2 -4.9760 1.1497 -1.0118  3.02
C3 -4.7658 1.8573 -2.3551  -2.35
O2 -5.3237 1.1603 -3.4672  -0.63
C4 -4.5199 2.1766 0.0569  -1.18
Se1 -2.9540 1.7937 1.1921  -0.37
C5 -4.2587 -0.2066 -0.9266  -1.97
Se2 -2.7067 -0.4595 -2.1188  -0.49
H1 -7.1149 2.3660 -1.8347  0.39
H2 -6.7475 0.0530 -1.5595  0.38
H3 -6.6419 0.4480 0.1649  0.49
H4 -3.6930 2.0000 -2.4949  0.62
H5 -5.2300 2.8483 -2.3331  0.80
H6 -4.7426 0.3885 -3.5814  0.39
H7 -5.3342 2.3739 0.7542  0.40
H8 -4.2732 3.1202 -0.4256  0.23
H9 -4.9582 -1.0218 -1.1205  0.34
H10 -3.8670 -0.3464 0.0669  0.63
O3 -0.2214 2.8118 -0.5989  -0.61
S1 -0.2213 3.8703 0.4752  0.22
C6 1.4662 4.6182 0.4214  -0.80
C7 2.2684 4.1075 1.6121  0.12
C8 1.2469 3.8958 2.7251  -0.89
C9 0.1274 3.0877 2.0855  -0.13
H11 1.3222 5.7028 0.4489  0.39
H12 1.8801 4.3194 -0.5424  0.36
H13 3.0577 4.8063 1.9022  0.44
H14 2.7293 3.1533 1.3503  -0.26
H15 0.8517 4.8629 3.0628  0.32
H16 1.6706 3.3856 3.5918  0.35
H17 -0.7948 3.0759 2.6635  0.40
H18 0.4236 2.0684 1.8433  -0.05
C10 1.4177 -7.2621 -0.2916  -1.44
C11 1.0725 -5.8039 -0.1045  0.88
C12 2.0626 -4.8330 -0.0721  -1.08
C13 1.7605 -3.4766 0.0630  0.63
C14 2.8613 -2.4460 0.0919  -1.22
C15 0.4198 -3.1021 0.1781  0.15
C16 -0.5983 -4.0667 0.1660  1.51
C17 -2.0441 -3.6471 0.2693  -1.37
C18 -0.2539 -5.4049 0.0207  -1.11
C19 0.0224 -1.6482 0.2141  1.41
O4 -0.4797 -1.1862 1.2666  -0.93
O5 0.1783 -0.9506 -0.8329  -0.93
H19 2.4818 -7.3864 -0.5004  0.34
H20 0.8542 -7.6937 -1.1224  0.33
H21 1.1804 -7.8439 0.6043  0.29
H22 3.1036 -5.1303 -0.1682  0.25
H23 3.8211 -2.8896 -0.1777  0.29
H24 2.9548 -2.0053 1.0872  0.34
H25 2.6505 -1.6153 -0.5829  0.12
H26 -2.3204 -3.0161 -0.5829  0.11
H27 -2.2059 -3.0466 1.1645  0.31
H28 -2.7053 -4.5172 0.2909  0.33
H29 -1.0434 -6.1534 -0.0034  0.29
C20 2.3993 0.9905 0.0750  -1.29
C21 3.7662 1.1657 0.0604  1.42
C22 4.6057 0.9371 1.2288  -0.51
C23 5.9697 1.1536 1.2139  -0.52
C24 6.6408 1.6059 0.0661  -0.53
C25 5.8645 1.8259 -1.0876  -0.23
C26 4.5019 1.6208 -1.1086  -0.81
H30 1.9215 0.5761 0.9599  0.05
H31 1.7860 1.1724 -0.7941  0.00
H32 4.1249 0.5795 2.1376  0.28
H33 6.5423 0.9705 2.1214  0.29
H34 7.7141 1.7619 0.0643  0.32
H35 6.3604 2.1697 -1.9929  0.30
H36 3.9430 1.7778 -2.0284  0.28

Forces on atoms 1 to 3 (eV/Å):
-0.537 -0.349 -0.904
0.159 -0.100 0.158
-0.106 0.274 0.085

Results
Charge ... -2
E_LUMO (spin up / spin down) ... 0.152 / 0.153 Ha
HOMO level (spin up / spin down) ... 0.296 / 0.296 eV
Frontier orbital gap (spin up / spin down) ... 3.9 / 3.9 eV
Spin multiplicity ... 1
ΔE to the lowest compared entry with this formula, charge and spin ... 289.10 kJ/mol